No. 1
The following is a DFT calculation (wB97M-V/def2-TZVPD) of 2 unconnected molecules or ions with the total composition C3H6O2.

Summary:
lowest unoccupied orbital energy: 0.753 eV
E: -268.31511 a.u.
Kohn-Sham gap: 9.92 eV
E_HOMO: -9.17 eV

```
! wB97M-V def2-TZVPD RIJCOSX def2/J DEFGRID3
* xyz 0 1
C 1.65 -2.38 1.22
C 0.76 -2.98 0.46
O -0.47 -3.31 0.95
H 2.70 -2.21 1.01
H 1.40 -2.15 2.25
H 0.91 -3.31 -0.57
H -1.03 -3.72 0.28
C -1.12 4.10 -0.84
O -0.68 4.69 -1.79
H -0.92 3.03 -0.65
H -1.74 4.66 -0.11
*
```

Atomic partial charges in e from the Mulliken method, atoms 1 to 2: -0.7390, 0.1644


No. 2
The following is a DFT calculation (wB97M-V/def2-TZVPD) of 14 unconnected molecules or ions with the total composition C72H183N11O25.

Summary:
lowest unoccupied orbital energy: 0.558 eV
E: -5335.68891 a.u.
Kohn-Sham gap: 8.83 eV
E_HOMO: -8.27 eV

```
! wB97M-V def2-TZVPD RIJCOSX def2/J DEFGRID3
* xyz 0 1
C 9.15 20.14 30.55
O 9.40 18.94 30.01
C 10.30 18.96 28.84
C 10.44 17.55 28.38
N 11.14 17.49 27.10
C 10.97 16.17 26.44
C 9.74 16.20 25.50
O 9.73 15.10 24.64
C 10.46 15.38 23.42
H 10.04 20.78 30.69
H 8.73 20.02 31.53
H 8.46 20.86 30.00
H 11.19 19.42 29.15
H 9.92 19.60 28.08
H 9.46 17.09 28.22
H 11.00 16.93 29.16
H 12.12 17.68 27.25
H 10.88 15.46 27.21
H 11.87 15.99 25.78
H 9.68 17.08 24.88
H 8.82 16.02 26.08
H 11.46 15.79 23.56
H 9.89 16.01 22.74
H 10.53 14.38 22.91
C 8.74 9.53 25.02
O 8.96 10.51 25.97
C 10.20 11.34 25.69
C 10.73 11.92 26.98
N 11.56 10.97 27.70
C 12.09 11.53 28.99
C 10.90 11.60 30.05
O 11.49 12.19 31.19
C 10.78 11.85 32.43
H 7.91 8.99 25.38
H 9.59 8.82 24.95
H 8.56 9.91 24.07
H 9.96 12.19 25.02
H 10.92 10.66 25.18
H 9.86 12.30 27.56
H 11.29 12.78 26.62
H 11.04 10.12 27.92
H 12.53 12.48 28.81
H 12.80 10.89 29.49
H 10.70 10.52 30.22
H 10.00 12.07 29.76
H 10.22 10.91 32.30
H 10.05 12.62 32.85
H 11.59 11.68 33.12
C 8.38 6.60 34.84
O 7.29 6.41 33.93
C 6.98 7.39 32.96
C 5.91 6.93 32.00
N 4.58 7.17 32.55
C 3.35 6.96 31.76
C 2.23 7.85 32.09
O 1.14 7.85 31.16
C 1.15 8.84 30.17
H 8.55 5.60 35.29
H 8.19 7.26 35.68
H 9.29 6.84 34.26
H 7.91 7.53 32.37
H 6.62 8.31 33.43
H 6.10 5.89 31.76
H 6.02 7.56 31.07
H 4.39 6.71 33.44
H 3.05 5.88 31.74
H 3.57 7.32 30.75
H 2.66 8.89 32.24
H 1.77 7.56 33.07
H 2.18 8.92 29.79
H 0.81 9.78 30.62
H 0.53 8.46 29.37
C 2.97 11.28 36.80
O 3.86 10.76 35.86
C 3.61 9.46 35.41
C 4.79 8.61 35.84
N 4.90 8.51 37.31
C 6.24 8.14 37.83
C 6.16 8.20 39.32
O 5.90 9.60 39.69
C 5.79 9.75 41.07
H 3.41 12.17 37.23
H 2.65 10.55 37.56
H 2.01 11.55 36.33
H 3.57 9.45 34.30
H 2.72 9.00 35.85
H 5.74 8.98 35.38
H 4.63 7.61 35.45
H 4.90 9.49 37.58
H 7.00 8.78 37.43
H 6.47 7.16 37.45
H 7.11 7.92 39.85
H 5.32 7.65 39.73
H 6.67 9.50 41.64
H 4.86 9.40 41.51
H 5.77 10.84 41.21
C 5.38 16.81 27.37
O 6.59 17.52 27.50
C 6.82 18.46 26.47
C 6.04 19.68 26.69
N 6.46 20.40 27.88
C 5.52 21.49 28.17
C 5.48 21.84 29.67
O 4.84 20.74 30.29
C 5.15 20.83 31.68
H 5.50 15.94 27.93
H 5.25 16.59 26.27
H 4.45 17.35 27.74
H 6.67 18.06 25.46
H 7.90 18.63 26.67
H 4.99 19.29 26.76
H 6.09 20.27 25.79
H 6.28 19.74 28.69
H 4.52 21.24 27.88
H 5.78 22.36 27.60
H 4.90 22.72 29.80
H 6.53 21.99 29.97
H 4.75 20.00 32.19
H 4.83 21.76 32.00
H 6.23 20.80 31.85
C 10.80 15.89 36.36
O 10.17 16.03 35.09
C 8.93 16.71 35.13
C 7.82 15.67 35.08
N 8.07 14.77 36.20
C 7.05 13.81 36.42
C 6.63 12.88 35.26
O 7.74 12.00 35.11
C 7.58 11.13 34.04
H 11.71 15.34 36.34
H 10.19 15.32 37.09
H 10.98 16.85 36.85
H 8.87 17.30 34.28
H 8.81 17.36 36.00
H 7.91 15.19 34.05
H 6.83 16.10 35.22
H 8.94 14.31 36.05
H 6.19 14.35 36.83
H 7.40 13.21 37.27
H 6.59 13.50 34.34
H 5.74 12.32 35.48
H 7.56 11.68 33.07
H 6.63 10.58 34.11
H 8.41 10.44 34.01
C 6.27 11.74 24.73
O 5.58 12.48 25.71
C 6.07 13.76 26.02
C 7.37 13.64 26.88
N 7.31 12.75 27.98
C 6.36 13.16 29.06
C 6.58 12.24 30.28
O 5.84 11.10 30.06
C 5.44 10.37 31.17
H 7.34 11.60 24.95
H 6.10 12.22 23.78
H 5.74 10.77 24.72
H 5.25 14.18 26.61
H 6.25 14.28 25.06
H 7.63 14.71 27.19
H 8.18 13.21 26.18
H 7.14 11.81 27.71
H 5.28 13.29 28.83
H 6.66 14.19 29.37
H 6.24 12.79 31.15
H 7.68 12.04 30.47
H 4.77 11.03 31.77
H 6.36 10.00 31.77
H 4.84 9.51 30.85
C 2.86 9.70 26.23
O 3.27 8.81 27.26
C 4.72 8.61 27.28
C 5.01 7.24 27.81
N 4.43 6.24 26.96
C 4.51 4.84 27.45
C 3.52 4.68 28.64
O 2.19 5.03 28.11
C 1.09 5.10 29.10
H 2.97 9.33 25.14
H 3.44 10.62 26.18
H 1.79 9.90 26.33
H 5.12 9.34 27.95
H 5.08 8.75 26.26
H 4.64 7.05 28.82
H 6.07 7.07 27.88
H 3.40 6.42 26.92
H 5.57 4.62 27.68
H 4.22 4.12 26.63
H 3.74 5.35 29.49
H 3.37 3.68 29.14
H 1.08 4.18 29.64
H 0.25 5.34 28.46
H 1.26 5.94 29.85
C -0.28 12.49 31.62
O 0.91 13.18 31.95
C 1.96 12.38 32.36
C 3.12 13.20 32.72
N 2.71 14.18 33.71
C 3.87 15.05 33.94
C 3.52 16.16 34.94
O 2.59 17.04 34.33
C 2.05 17.87 35.32
H -0.15 11.46 31.71
H -0.58 12.71 30.61
H -1.00 12.88 32.36
H 2.21 11.64 31.55
H 1.70 11.78 33.22
H 3.49 13.65 31.78
H 3.87 12.55 33.22
H 1.93 14.75 33.42
H 4.30 15.40 33.03
H 4.61 14.41 34.43
H 4.31 16.74 35.41
H 3.02 15.67 35.75
H 2.91 18.36 35.93
H 1.47 17.29 36.06
H 1.49 18.67 34.86
C 8.20 4.66 24.81
O 8.24 4.74 26.22
C 9.14 3.90 26.92
C 9.24 4.56 28.27
N 10.14 5.68 28.14
C 10.41 6.44 29.32
C 9.31 7.50 29.67
O 9.19 8.47 28.66
C 8.22 9.39 29.03
H 9.14 5.01 24.37
H 7.46 5.33 24.41
H 8.07 3.63 24.44
H 10.11 3.88 26.35
H 8.78 2.87 26.92
H 9.66 3.94 29.08
H 8.20 4.82 28.65
H 9.82 6.27 27.38
H 11.29 7.15 29.23
H 10.51 5.76 30.21
H 9.68 7.97 30.61
H 8.34 7.00 29.90
H 7.26 8.89 29.05
H 8.15 10.25 28.43
H 8.35 9.72 30.05
C 12.81 15.64 30.62
O 11.82 16.56 31.13
C 11.09 15.99 32.17
C 9.76 15.41 31.76
N 8.78 16.44 31.67
C 7.55 16.06 31.02
C 6.45 17.09 31.22
O 5.27 16.43 30.79
C 4.16 17.25 30.87
H 13.51 16.07 29.87
H 12.32 14.76 30.16
H 13.42 15.33 31.48
H 10.97 16.82 32.84
H 11.71 15.31 32.71
H 9.42 14.69 32.54
H 9.86 14.83 30.81
H 9.25 17.18 31.15
H 7.23 15.07 31.54
H 7.65 15.76 29.96
H 6.66 18.03 30.58
H 6.37 17.35 32.26
H 3.32 16.76 30.35
H 4.23 18.24 30.36
H 3.85 17.36 31.90
C 1.49 15.38 28.19
C 2.05 14.18 28.87
O 1.05 13.10 28.71
H 2.26 16.15 28.17
H 0.56 15.77 28.70
H 1.20 15.15 27.17
H 2.21 14.25 29.94
H 2.95 13.86 28.36
H 1.10 12.77 27.82
C 5.07 17.31 22.06
C 5.38 16.37 23.23
O 5.58 15.05 22.75
H 4.93 18.33 22.44
H 4.15 17.01 21.57
H 5.92 17.20 21.40
H 4.65 16.41 24.06
H 6.32 16.68 23.64
H 4.72 14.74 22.45
C 1.91 14.69 23.62
C 1.99 13.55 22.61
O 2.87 14.00 21.56
H 1.44 15.53 23.11
H 2.90 15.03 23.94
H 1.36 14.42 24.54
H 1.03 13.27 22.10
H 2.47 12.68 23.12
H 3.14 13.29 21.03
*
```

Atomic partial charges in e from the Mulliken method, atoms 1 to 2: -1.0174, -0.0907


Among the records above, which one has the highest E?
C3H6O2